{
  "formula": "C9H18ClF6O7PSbV",
  "method": "ωB97M-V with the def2-TZVPD basis set",
  "species": ["V", "F", "Sb", "F", "F", "F", "F", "F", "Cl", "C", "C", "O", "O", "H", "H", "O", "C", "O", "H", "C", "C", "O", "P", "O", "C", "C", "O", "C", "C", "H", "H", "H", "H", "H", "H", "H", "H", "H", "H", "H", "H", "H", "H", "H"],
  "positions_angstrom": [[-1.0088, -0.9962, 0.1567], [-0.9247, -1.0569, -1.4517], [-3.2795, -2.5332, -1.5140], [-1.6101, -3.2569, -2.2175], [-3.4625, -1.7124, -3.2475], [-3.7689, -4.4003, -1.5123], [-3.3268, -0.6032, -0.8570], [-5.1344, -2.3593, -1.0441], [0.8945, -2.8693, 1.1454], [0.6572, -2.3228, 2.8047], [-0.2266, -1.0634, 2.8310], [-0.2073, -0.3047, 3.7601], [-0.9294, -0.9342, 1.7574], [1.6246, -2.0912, 3.2507], [0.1459, -3.1089, 3.3673], [-2.4124, -3.2212, 2.4009], [-2.9664, -3.2763, 1.3421], [-2.4026, -2.7843, 0.2604], [-3.9567, -3.7376, 1.1823], [3.0099, 0.4243, -2.5558], [1.6148, 0.0654, -2.0777], [1.0713, 1.1506, -1.3048], [0.3492, 0.8608, 0.0962], [-0.3458, 2.2488, 0.3804], [-1.5267, 2.6409, -0.3482], [-1.1805, 3.7749, -1.2960], [1.4989, 0.8561, 1.1920], [2.3665, 2.0124, 1.2847], [3.7301, 1.5602, 1.7668], [3.4010, -0.3975, -3.1481], [3.6716, 0.5914, -1.7111], [2.9775, 1.3253, -3.1628], [1.6400, -0.8487, -1.4643], [0.9460, -0.0961, -2.9294], [-2.2578, 2.9642, 0.3989], [-1.9331, 1.7832, -0.9011], [-0.7788, 4.6184, -0.7385], [-2.0736, 4.0913, -1.8259], [-0.4372, 3.4454, -2.0172], [1.9217, 2.7166, 1.9893], [2.4350, 2.4847, 0.3004], [3.6531, 1.1148, 2.7545], [4.3923, 2.4202, 1.8195], [4.1495, 0.8249, 1.0836]],
  "s_squared": 2.008,
  "e_homo_ev": [-9.585, -11.050],
  "charge": 0,
  "lumo_energy_ev": [-0.88, -0.66],
  "multiplicity": 3
}

***

{
  "formula": "C9H18ClIN2O2PPbS",
  "method": "ωB97M-V with the def2-TZVPD basis set",
  "species": ["C", "C", "H", "H", "H", "O", "I", "Pb", "P", "C", "C", "H", "H", "H", "C", "H", "H", "H", "H", "H", "H", "C", "O", "Cl", "S", "C", "N", "C", "C", "N", "H", "H", "H", "H", "H", "H"],
  "positions_angstrom": [[-1.8440, 2.3542, 1.2331], [-1.6569, 0.9574, 1.5507], [-2.5737, 2.6630, 1.9965], [-2.2525, 2.4669, 0.1953], [-0.8780, 2.9240, 1.3118], [-1.8514, 0.0340, 2.2524], [2.0901, -1.4938, -1.8957], [0.3978, 0.2228, -0.2368], [-1.8758, -0.6697, -1.7203], [-2.3080, -2.3722, -1.3443], [-3.2812, 0.4416, -1.5240], [-0.5366, 0.3597, -3.4579], [-2.0538, -0.4787, -4.0050], [-0.5529, -1.4392, -3.5612], [-1.1623, -0.5440, -3.3723], [-2.9545, 1.4697, -1.7429], [-3.9545, 0.0318, -2.2826], [-3.0666, -2.5707, -2.1072], [-2.7129, -2.4337, -0.3268], [-3.6782, 0.3447, -0.5034], [-1.4260, -3.0155, -1.4579], [-0.1711, -1.9506, 1.0642], [-0.1980, -2.9787, 1.5552], [0.2678, 2.4784, -1.4696], [1.8288, 0.9578, 1.9132], [3.0946, -0.0774, 1.3247], [3.3594, -1.3529, 1.6780], [4.6780, -1.8270, 1.3320], [5.2200, -0.6788, 0.4949], [4.1114, 0.2461, 0.5002], [2.7510, -1.8392, 2.2759], [4.6189, -2.7634, 0.7743], [5.2825, -1.9904, 2.2321], [5.4778, -0.9716, -0.5243], [6.0963, -0.2164, 0.9646], [4.1258, 1.1242, 0.0674]],
  "e_homo_ev": -18.853,
  "charge": 3,
  "lumo_energy_ev": -13.58,
  "e_above_lowest_kcal_mol": 1.7,
  "multiplicity": 1
}

***

{
  "formula": "C9H18ClN2",
  "method": "ωB97M-V with the def2-TZVPD basis set",
  "species": ["C", "C", "C", "C", "Cl", "C", "N", "N", "C", "C", "C", "C", "H", "H", "H", "H", "H", "H", "H", "H", "H", "H", "H", "H", "H", "H", "H", "H", "H", "H"],
  "positions_angstrom": [[-0.2039, -2.2242, -1.2228], [1.1713, -1.7911, -0.7263], [1.4922, -0.2788, -0.8705], [2.2628, 0.0356, -2.2181], [2.8026, 0.1395, 0.3902], [0.3626, 0.7288, -0.5689], [0.0647, 1.6584, -1.4779], [-0.2726, 0.7671, 0.5612], [0.0202, -0.0652, 1.7853], [-0.6200, 0.7656, 2.8789], [-1.8727, 1.2121, 2.1081], [-1.3249, 1.7470, 0.8047], [-0.4690, -3.0643, -0.7356], [-0.2590, -2.2500, -2.2735], [-0.9961, -1.6368, -0.9707], [2.0740, -2.1458, -1.2831], [1.0981, -2.2013, 0.2934], [3.3830, -0.1470, -2.0774], [2.1467, 1.1417, -2.6691], [1.8575, -0.6432, -3.0572], [0.5812, 1.8037, -2.3250], [-0.2318, 2.5857, -1.1315], [1.0220, -0.2481, 1.9421], [-0.2847, -1.0901, 1.7748], [0.0644, 1.4762, 3.1269], [-0.7803, 0.0344, 3.6645], [-2.4689, 0.4130, 1.9295], [-2.6272, 1.9618, 2.4743], [-1.9515, 1.5155, -0.0878], [-0.9723, 2.7613, 1.0198]],
  "e_homo_ev": -14.270,
  "smiles": "CC[C@](C)(Cl)C(=[NH2+])N1CCCC1",
  "charge": 1,
  "lumo_energy_ev": -3.40,
  "multiplicity": 1
}

***

{
  "formula": "C9H18ClN5",
  "method": "ωB97M-V with the def2-TZVPD basis set",
  "species": ["C", "C", "C", "C", "C", "C", "C", "C", "C", "N", "N", "N", "N", "N", "Cl", "H", "H", "H", "H", "H", "H", "H", "H", "H", "H", "H", "H", "H", "H", "H", "H", "H", "H"],
  "positions_angstrom": [[0.8084, 2.8604, -0.6218], [2.1574, 3.0197, 2.5251], [0.4359, 1.7238, -0.2474], [-1.8522, -2.9735, -1.1516], [-2.0675, -0.5515, -0.5304], [0.1223, -1.4249, -1.3388], [-1.3645, 0.2612, 0.5252], [0.8322, -0.6639, -0.2091], [2.0223, 1.8560, 1.8602], [2.9137, 3.9885, 2.0147], [-1.2815, -1.8307, -0.9286], [-3.0984, -3.2365, -0.6414], [-1.2917, -3.9498, -1.8762], [0.0103, 0.5748, -0.0217], [3.2980, 1.4598, 0.4961], [0.4027, 3.4954, -1.4107], [1.6664, 3.3382, -0.0168], [1.8040, 3.3206, 3.5190], [-3.0794, -0.9761, -0.1928], [-2.1939, -0.2035, -1.4920], [0.1274, -0.8526, -2.3118], [0.7954, -2.2376, -1.4979], [-1.9696, 1.0858, 0.7534], [-1.3880, -0.3264, 1.4185], [0.8863, -1.1617, 0.7363], [1.8916, -0.3665, -0.4660], [1.7906, 0.8371, 2.1459], [3.0833, 4.7470, 2.6419], [-3.4196, -2.6995, 0.2212], [-3.3984, -4.1668, -0.5949], [-0.3731, -3.9140, -2.2137], [-1.7477, -4.7518, -2.3013], [3.4773, 3.7189, 1.2073]],
  "e_homo_ev": -14.457,
  "charge": 2,
  "lumo_energy_ev": -6.63,
  "multiplicity": 1
}

***

{
  "formula": "C9H18FO9RbTl",
  "method": "ωB97M-V with the def2-TZVPD basis set",
  "species": ["Rb", "Tl", "F", "C", "O", "C", "O", "O", "C", "H", "H", "H", "H", "H", "H", "C", "O", "C", "O", "O", "C", "H", "H", "H", "H", "H", "H", "C", "O", "C", "O", "O", "C", "H", "H", "H", "H", "H", "H"],
  "positions_angstrom": [[12.0028, -15.4710, -10.8184], [11.9701, -18.0166, -5.8663], [12.4608, -17.5698, -8.7682], [7.3507, -20.2196, -6.3738], [7.3339, -19.5293, -7.5953], [8.3990, -18.8094, -8.0299], [9.3762, -18.4548, -7.3660], [8.1539, -18.4799, -9.2843], [9.0905, -17.7626, -10.0711], [8.0113, -21.0854, -6.4203], [6.3304, -20.5934, -6.2876], [7.7188, -19.6727, -5.5057], [9.1134, -16.7009, -9.8254], [8.8534, -17.8347, -11.1326], [10.1334, -18.0709, -9.9971], [15.7995, -18.3037, -8.7836], [16.3195, -19.3881, -8.0717], [15.6715, -19.9234, -7.0238], [14.5451, -19.5034, -6.6456], [16.1757, -21.0622, -6.5890], [17.3785, -21.6439, -7.1193], [16.6281, -17.9209, -9.3794], [15.3984, -17.5040, -8.1610], [14.9757, -18.7157, -9.3665], [17.7026, -22.4426, -6.4521], [18.1188, -20.8508, -7.2244], [17.2824, -21.9985, -8.1456], [16.0460, -19.8888, -13.9644], [15.6582, -20.9411, -13.1098], [14.8392, -20.6699, -12.1123], [14.9329, -21.2455, -11.0342], [13.8662, -19.8258, -12.4521], [12.9719, -19.3353, -11.4615], [15.4432, -18.9808, -13.9474], [15.8448, -20.2200, -14.9832], [17.0954, -19.6873, -13.7492], [13.3435, -19.5380, -10.4570], [11.9516, -19.6952, -11.5941], [12.8248, -18.2587, -11.5480]],
  "e_homo_ev": -18.775,
  "charge": 3,
  "lumo_energy_ev": -16.71,
  "e_above_lowest_kcal_mol": 32.5,
  "multiplicity": 1
}

***

{
  "formula": "C9H18IN",
  "method": "ωB97M-V with the def2-TZVPD basis set",
  "species": ["C", "C", "C", "C", "C", "C", "C", "C", "C", "N", "I", "H", "H", "H", "H", "H", "H", "H", "H", "H", "H", "H", "H", "H", "H", "H", "H", "H", "H"],
  "positions_angstrom": [[-0.4635, 1.8251, 1.8052], [0.9358, 1.8984, 2.2304], [0.1750, -3.6900, -0.5569], [0.6475, 2.1625, -0.9358], [1.1068, -2.4865, -0.6542], [0.4052, -1.2245, -1.1586], [-0.6350, -0.6876, -0.1772], [-1.3655, 0.5741, -0.6615], [-0.6861, 1.8751, -0.3128], [-1.4738, 1.7720, 2.4959], [-2.0545, 3.5376, -0.5887], [1.5069, 1.0719, 1.8114], [1.3735, 2.8292, 1.8735], [0.9911, 1.8646, 3.3178], [-0.5427, -3.5689, 0.2534], [0.7464, -4.5993, -0.3689], [-0.3747, -3.8180, -1.4879], [0.5944, 2.0716, -2.0233], [1.3983, 1.4613, -0.5757], [0.9863, 3.1694, -0.6979], [1.5529, -2.2894, 0.3249], [1.9191, -2.7266, -1.3456], [1.1637, -0.4665, -1.3523], [-0.0848, -1.4478, -2.1094], [-0.1693, -0.4892, 0.7905], [-1.3869, -1.4628, -0.0211], [-2.3611, 0.5794, -0.2100], [-1.5084, 0.5060, -1.7460], [-2.3965, 1.7589, 2.0811]],
  "e_homo_ev": -8.209,
  "charge": 0,
  "lumo_energy_ev": 0.66,
  "e_above_lowest_kcal_mol": 0.0,
  "multiplicity": 1
}